64
Properties=species:S:1:pos:R:3 method="wB97M-V/def2-TZVPD" charge=+2 spin_multiplicity=4 orbital_gap_ev="7.67 / 3.25"
Ni 1.1512 0.3647 0.9849
B -0.2260 -1.0074 -0.1135
H -0.5367 -0.5608 0.8183
H 0.7907 -1.3651 -0.0633
H -0.8246 -1.8743 -0.3470
H -0.3544 -0.2743 -0.8947
C 1.6489 0.9507 -2.3344
C 1.5729 2.2021 -1.4325
C 1.1302 3.4498 -2.2126
O 1.1314 4.5448 -1.3866
C 2.3037 5.3009 -1.4758
N 0.6512 1.8766 -0.4176
H 2.3262 0.9855 -3.1877
H 0.6732 0.6090 -2.6800
H 2.0144 0.1298 -1.7173
H 2.5534 2.3256 -0.9727
H 0.1167 3.4707 -2.6134
H 1.7242 3.7035 -3.0906
H 2.2428 6.2636 -0.9683
H 2.3606 5.6269 -2.5144
H 3.1695 4.6922 -1.2153
H -0.2270 1.8059 -0.9114
H 0.4575 2.7696 0.0128
C 0.4596 1.7814 4.8667
C 0.9159 0.9780 3.6316
C 0.3718 -0.4962 3.6567
O 0.9214 -1.1481 2.6181
C 0.7318 -2.5170 2.9211
N 0.2747 1.5166 2.4083
H 0.7273 1.1868 5.7401
H -0.6189 1.8940 4.9778
H 1.0279 2.6743 5.1272
H 2.0053 1.0140 3.6248
H -0.7076 -0.6457 3.6287
H 0.6029 -0.9268 4.6310
H 1.3998 -2.9727 3.6520
H 0.9605 -3.0786 2.0153
H -0.3240 -2.7643 3.0314
H 0.4637 2.5087 2.4119
H -0.7202 1.6362 2.5341
C -2.9947 0.5481 -2.2593
O -2.9806 1.3911 -1.4398
N -2.5328 -0.6498 -2.1471
N -3.6019 0.5543 -3.3718
H -1.8840 -0.7839 -1.3848
H -2.6968 -1.3065 -2.8967
H -3.3904 -0.0887 -4.1214
H -4.0482 1.4187 -3.6431
C -2.8111 -3.3799 1.1754
O -3.6780 -4.0877 1.6610
N -2.7772 -2.1146 1.4108
N -1.8475 -3.8626 0.4408
H -2.1606 -1.5276 0.8675
H -3.6608 -1.7750 1.7632
H -1.7976 -4.8059 0.0835
H -1.2488 -3.1847 -0.0088
C 1.4852 -3.2040 -2.8058
O 2.2702 -3.7144 -3.5336
N 1.3428 -3.5188 -1.5563
N 0.6808 -2.2066 -2.9526
H 2.0637 -4.1179 -1.1802
H 0.9133 -2.7109 -1.1288
H 0.8522 -1.4621 -3.6132
H 0.1607 -2.0410 -2.1028